1.
This record from OMol25 describes a 13-piece molecular cluster, C78H141N7O12 overall at a distorted geometry. The level of theory is ωB97M-V/def2-TZVPD.

Each line ends with the Mulliken charge.
Positions of all 238 atoms, in Å:
O (16.313, 16.399, 13.014)  0.88
O (22.378, 21.956, 16.738)  -0.69
O (16.075, 17.179, 23.246)  -0.63
O (21.861, 16.569, 16.515)  -0.11
O (15.499, 18.941, 21.238)  -0.79
O (21.973, 10.633, 15.368)  -0.65
O (19.895, 13.402, 21.864)  -0.37
O (11.256, 20.128, 17.857)  -0.61
O (20.917, 14.318, 19.220)  -0.50
O (15.779, 20.811, 9.759)  -0.63
O (16.446, 13.462, 12.680)  -0.54
O (21.327, 10.833, 12.579)  -0.61
N (18.525, 24.088, 14.003)  0.21
N (16.536, 11.505, 19.509)  0.14
N (11.497, 16.527, 13.587)  1.02
N (18.035, 20.172, 20.869)  1.15
N (11.934, 14.610, 19.175)  0.29
N (17.081, 16.574, 15.436)  0.74
N (21.729, 17.867, 11.876)  0.74
C (10.962, 17.880, 13.527)  -0.82
C (12.966, 14.749, 12.691)  -1.48
C (18.218, 21.613, 20.755)  -0.49
C (19.863, 19.567, 19.164)  -1.40
C (11.940, 18.988, 13.733)  -0.82
C (17.671, 11.414, 12.377)  -0.55
C (17.667, 12.801, 12.519)  -0.27
C (12.528, 14.685, 17.856)  -0.51
C (18.016, 23.864, 11.719)  -1.35
C (21.329, 19.220, 11.564)  -1.04
C (13.244, 18.765, 20.666)  -0.13
C (17.127, 16.367, 22.982)  -0.50
C (15.373, 12.249, 18.929)  0.42
C (19.003, 14.421, 22.321)  0.82
C (22.946, 19.846, 17.602)  -0.86
C (21.837, 20.018, 15.507)  -0.53
C (17.819, 12.002, 18.858)  1.44
C (20.626, 13.516, 17.076)  1.01
C (9.699, 13.704, 18.369)  -1.40
C (21.640, 18.622, 15.541)  1.17
C (23.097, 17.611, 12.110)  -0.59
C (17.758, 15.647, 24.010)  -1.08
C (10.466, 15.569, 13.727)  -0.87
C (18.391, 19.410, 19.717)  2.38
C (16.064, 14.237, 15.734)  -0.69
C (12.436, 16.176, 12.509)  0.31
C (9.387, 15.426, 12.546)  -1.47
C (13.931, 15.330, 20.327)  0.65
C (19.021, 11.121, 19.147)  -1.70
C (15.582, 10.759, 21.638)  -1.46
C (18.558, 15.278, 21.343)  0.04
C (12.450, 15.534, 20.161)  -0.54
C (12.371, 19.715, 18.686)  -0.13
C (20.052, 11.413, 12.450)  1.08
C (16.075, 17.324, 10.814)  -0.75
C (21.274, 13.423, 18.295)  -0.42
C (21.094, 16.822, 11.142)  0.53
C (20.876, 12.601, 16.102)  0.25
C (13.645, 19.991, 18.255)  -1.06
C (15.873, 18.702, 12.808)  -0.87
C (18.110, 18.817, 15.615)  -0.57
C (22.721, 18.475, 17.621)  -0.53
C (21.823, 11.607, 16.248)  0.43
C (22.405, 20.588, 16.600)  0.65
C (15.982, 18.461, 10.039)  -0.90
C (14.747, 11.690, 17.628)  -1.33
C (23.326, 16.415, 13.088)  -1.45
C (15.881, 19.735, 10.636)  0.69
C (14.468, 19.200, 20.342)  0.11
C (17.592, 16.209, 21.694)  1.84
C (17.395, 14.990, 15.475)  1.43
C (14.699, 19.804, 19.125)  -0.10
C (18.790, 23.435, 15.295)  -0.42
C (18.880, 10.714, 12.305)  -1.05
C (17.143, 16.877, 17.907)  1.10
C (18.143, 19.918, 23.423)  -1.61
C (18.330, 17.279, 15.399)  -0.25
C (19.863, 19.407, 12.086)  1.45
C (18.767, 19.606, 22.045)  -0.53
C (18.890, 13.469, 12.564)  0.47
C (18.752, 23.227, 12.868)  0.51
C (17.169, 22.240, 19.884)  -0.77
C (12.158, 19.006, 19.864)  -0.46
C (16.599, 11.667, 20.932)  0.32
C (18.572, 14.529, 23.669)  -0.96
C (21.289, 16.847, 9.617)  -1.87
C (16.127, 17.496, 12.161)  -0.25
C (22.312, 12.493, 18.469)  -0.59
C (19.317, 25.392, 13.965)  -0.27
C (12.640, 16.120, 17.226)  0.48
C (20.069, 12.801, 12.491)  -0.53
C (18.755, 26.499, 14.761)  -1.25
C (15.721, 19.834, 12.028)  -0.78
C (16.347, 17.006, 16.617)  -0.79
C (22.547, 11.623, 17.442)  -0.72
C (17.616, 22.565, 15.704)  -0.07
C (10.520, 14.788, 19.073)  -0.41
C (22.051, 17.881, 16.603)  -0.43
H (18.946, 13.845, 24.397)  0.46
H (19.265, 20.260, 11.625)  0.19
H (18.075, 14.815, 16.317)  -0.29
H (15.262, 14.715, 15.218)  0.03
H (20.558, 19.055, 19.907)  0.29
H (21.403, 20.635, 14.715)  -0.04
H (8.654, 13.973, 18.572)  0.44
H (14.551, 11.077, 21.487)  0.34
H (15.779, 14.396, 16.745)  -0.20
H (18.884, 24.256, 16.086)  0.45
H (11.997, 16.333, 11.494)  0.27
H (20.969, 13.334, 12.564)  0.72
H (10.461, 18.072, 12.538)  0.27
H (16.480, 17.291, 18.682)  -0.03
H (21.612, 10.914, 14.518)  0.32
H (20.332, 20.526, 18.902)  0.26
H (23.237, 15.469, 12.570)  0.43
H (15.488, 11.283, 16.964)  0.42
H (15.694, 21.696, 10.133)  0.29
H (16.949, 24.067, 11.976)  0.31
H (18.782, 18.544, 22.036)  0.47
H (16.520, 16.681, 13.981)  -0.42
H (21.281, 9.883, 12.559)  0.31
H (19.448, 10.720, 18.249)  0.25
H (10.583, 19.451, 18.030)  0.33
H (19.504, 27.357, 14.760)  0.36
H (10.178, 17.889, 14.287)  0.45
H (15.706, 19.960, 18.766)  0.66
H (19.958, 14.375, 16.982)  0.43
H (18.945, 9.629, 12.306)  0.31
H (19.315, 18.487, 12.007)  -0.62
H (16.272, 19.559, 21.116)  -0.05
H (23.204, 17.957, 18.451)  0.48
H (22.688, 16.488, 13.941)  0.30
H (10.183, 14.790, 20.088)  0.64
H (20.695, 17.660, 9.267)  0.44
H (17.348, 22.099, 14.792)  -0.09
H (9.868, 15.800, 14.582)  0.50
H (16.580, 14.399, 12.733)  -0.19
H (22.294, 22.443, 15.933)  0.33
H (22.005, 19.921, 12.109)  0.42
H (17.597, 11.384, 21.215)  0.53
H (21.553, 15.877, 11.525)  -0.03
H (14.555, 12.113, 19.660)  0.19
H (13.996, 10.907, 17.909)  0.30
H (18.902, 16.992, 14.509)  0.86
H (17.476, 15.810, 18.081)  -1.10
H (20.317, 12.767, 15.147)  -0.38
H (15.384, 16.495, 16.693)  -0.52
H (17.224, 19.371, 23.529)  0.26
H (19.188, 21.948, 20.419)  0.27
H (16.041, 18.043, 16.544)  0.61
H (17.369, 23.319, 19.910)  0.50
H (17.795, 26.885, 14.317)  0.28
H (9.917, 13.527, 17.283)  0.21
H (11.205, 18.527, 20.176)  0.48
H (19.083, 19.235, 15.233)  -0.70
H (19.968, 19.587, 13.128)  -0.81
H (22.098, 16.092, 17.303)  0.08
H (20.037, 16.671, 11.406)  -0.30
H (21.456, 19.441, 10.454)  0.30
H (14.332, 12.513, 16.976)  0.09
H (22.249, 17.010, 9.169)  0.30
H (19.759, 22.866, 15.325)  -0.10
H (17.756, 14.906, 14.451)  -0.69
H (15.862, 17.807, 22.541)  0.39
H (10.114, 15.761, 18.748)  0.23
H (13.257, 16.851, 12.537)  -0.44
H (18.433, 22.160, 13.136)  -0.36
H (8.795, 16.282, 12.422)  0.36
H (20.183, 12.856, 22.604)  0.24
H (23.677, 17.470, 11.169)  0.28
H (11.335, 19.946, 13.742)  0.43
H (12.654, 19.078, 12.894)  0.24
H (12.068, 15.407, 21.203)  0.54
H (17.392, 19.331, 14.990)  0.41
H (17.828, 19.217, 16.558)  -0.01
H (13.054, 16.033, 16.227)  0.15
H (18.751, 19.523, 24.163)  0.55
H (22.911, 12.382, 19.377)  0.44
H (12.463, 18.951, 14.730)  -0.05
H (20.791, 16.005, 9.205)  0.48
H (19.026, 17.000, 16.205)  -0.08
H (18.817, 14.567, 12.643)  0.03
H (23.388, 20.265, 18.465)  0.46
H (19.402, 25.690, 12.923)  0.32
H (14.575, 15.384, 19.421)  -0.88
H (18.861, 15.074, 20.315)  -0.09
H (12.245, 14.019, 12.357)  0.47
H (13.794, 20.447, 17.266)  0.57
H (18.008, 17.515, 17.974)  -0.03
H (17.521, 12.066, 17.778)  -0.22
H (15.594, 20.851, 12.459)  0.27
H (13.846, 14.612, 12.080)  0.43
H (17.903, 20.958, 23.552)  0.31
H (8.705, 14.618, 12.810)  0.44
H (16.095, 13.159, 15.446)  0.38
H (19.812, 23.152, 12.660)  0.22
H (15.843, 10.579, 22.732)  0.37
H (15.751, 18.781, 13.852)  1.58
H (21.225, 18.057, 14.672)  0.13
H (13.361, 16.675, 17.898)  -0.76
H (13.534, 14.265, 17.881)  -0.92
H (15.627, 13.331, 18.927)  -0.27
H (11.904, 14.009, 17.262)  0.65
H (18.057, 12.998, 19.171)  -0.49
H (23.328, 10.828, 17.512)  0.29
H (19.768, 19.000, 18.249)  0.05
H (23.561, 18.511, 12.537)  0.51
H (18.526, 24.905, 11.523)  0.27
H (12.159, 16.556, 19.900)  0.01
H (20.334, 25.320, 14.346)  0.22
H (17.351, 21.908, 18.870)  -0.12
H (18.612, 26.266, 15.798)  0.31
H (18.415, 18.355, 20.003)  -1.00
H (17.296, 16.969, 20.949)  -0.27
H (19.810, 20.000, 22.013)  0.33
H (20.825, 13.936, 20.122)  0.10
H (16.441, 12.751, 21.209)  -0.33
H (13.177, 14.624, 13.747)  0.17
H (19.764, 11.573, 19.812)  0.13
H (17.506, 15.841, 25.036)  0.48
H (15.749, 9.785, 21.098)  0.32
H (16.197, 21.987, 20.212)  0.22
H (16.188, 16.316, 10.395)  0.49
H (17.625, 19.605, 18.951)  -1.09
H (18.116, 22.067, 21.791)  0.37
H (16.687, 10.933, 12.423)  0.41
H (14.111, 14.289, 20.686)  0.32
H (18.662, 10.230, 19.654)  0.73
H (12.995, 18.290, 21.557)  0.64
H (10.966, 14.600, 13.881)  0.45
H (15.878, 18.476, 8.974)  0.49
H (9.907, 12.758, 18.809)  0.35
H (18.039, 23.265, 10.830)  0.47
H (14.301, 16.072, 21.063)  0.00
H (16.809, 23.220, 16.078)  0.36
H (17.925, 21.890, 16.577)  -0.32
H (11.728, 16.725, 17.174)  0.38
H (9.945, 15.189, 11.586)  0.25
H (24.347, 16.564, 13.397)  0.44

The LUMO energy comes out at 0.017 Ha.


2.
This record from OMol25 describes a 2-piece molecular cluster, C17H13N7O7 overall at a distorted geometry. The level of theory is ωB97M-V/def2-TZVPD.

Each line ends with the Mulliken charge.
Positions of all 44 atoms, in Å:
O (-1.517, -0.859, -4.891)  -0.14
O (-3.581, 4.385, -3.509)  -0.12
O (-0.213, 2.434, 0.411)  -0.46
O (-0.248, -1.629, -3.134)  -0.71
O (5.486, -0.649, 2.065)  -0.44
O (-1.903, 3.781, 0.206)  -0.58
O (-3.848, 3.175, -5.448)  -0.69
N (-2.942, 4.127, -2.387)  -0.52
N (-2.259, -0.892, 1.582)  0.26
N (-1.196, 2.855, -0.213)  0.87
N (-2.188, 0.266, -5.070)  -0.57
N (-0.131, -1.232, 2.013)  0.49
N (-0.964, -0.745, -3.667)  0.87
N (-3.378, 3.302, -4.280)  0.82
C (3.490, -2.080, 1.755)  -0.27
C (-1.267, 0.446, -3.040)  0.32
C (-1.519, 2.247, -1.478)  -0.64
C (-0.992, 1.020, -1.784)  -0.54
C (1.912, 0.093, 2.398)  -0.18
C (2.120, -2.198, 1.760)  -0.93
C (-2.163, -2.114, 2.282)  -0.64
C (4.102, -0.866, 2.068)  0.83
C (-1.023, -0.405, 1.440)  -0.52
C (3.281, 0.214, 2.402)  -0.61
C (-2.350, 2.919, -2.444)  0.75
C (-2.610, 2.342, -3.674)  0.09
C (-3.538, -0.237, 1.297)  -0.92
C (-2.067, 1.060, -3.995)  0.46
C (6.261, -1.729, 1.607)  -0.82
C (1.316, -1.114, 2.073)  -0.11
C (-0.856, -2.321, 2.555)  -0.50
H (-0.416, 0.483, -1.045)  0.74
H (5.942, -2.026, 0.607)  0.35
H (3.751, 1.147, 2.659)  0.43
H (1.286, 0.935, 2.636)  0.40
H (6.185, -2.567, 2.302)  0.33
H (7.299, -1.399, 1.561)  0.23
H (-3.369, 0.775, 0.934)  0.29
H (4.092, -2.936, 1.511)  0.39
H (-2.994, -2.746, 2.546)  0.45
H (1.654, -3.134, 1.508)  0.45
H (-0.429, -3.142, 3.109)  0.44
H (-4.120, -0.190, 2.214)  0.36
H (-4.098, -0.800, 0.553)  0.31

The LUMO energy comes out at -0.073 Ha.


3.
This record from OMol25 describes an isolated molecule of C12H20N4O3 at a distorted geometry. The level of theory is ωB97M-V/def2-TZVPD.

Each line ends with the Mulliken charge.
Positions of all 39 atoms, in Å:
O (-3.345, 0.057, -1.150)  -0.45
O (-2.914, -1.966, -0.210)  -0.63
O (0.413, -2.376, 1.830)  -0.73
N (-0.815, -0.577, 1.315)  0.01
N (3.576, 0.879, 0.480)  0.01
N (2.599, 0.337, -1.409)  -0.65
N (-0.298, -0.929, -1.390)  -0.39
C (0.219, -1.904, -0.497)  0.41
C (3.043, -0.363, 0.705)  -0.67
C (-0.033, -1.636, 0.936)  -0.20
C (-2.690, 2.538, 0.229)  -1.56
C (-1.513, 1.549, 0.071)  0.31
C (2.432, -0.728, -0.482)  0.49
C (-1.891, 0.132, 0.662)  -0.22
C (3.281, 1.253, -0.788)  -0.44
C (1.723, -2.001, -0.708)  -0.97
C (-0.232, 2.041, 0.833)  -0.02
C (0.462, 3.208, -0.005)  -1.23
C (-2.716, -0.763, -0.272)  0.21
H (0.844, 2.902, -1.039)  0.23
H (-2.546, 3.477, -0.304)  0.42
H (1.908, -2.482, -1.720)  0.35
H (1.363, 3.451, 0.635)  0.32
H (-2.904, 2.826, 1.281)  0.35
H (-0.106, -2.941, -0.790)  0.28
H (-1.188, 1.331, -0.989)  0.16
H (4.191, 1.418, 1.114)  0.24
H (-2.675, 0.373, 1.415)  0.75
H (-3.837, -0.496, -1.856)  0.39
H (3.546, 2.236, -1.104)  0.51
H (0.524, 1.257, 0.877)  0.02
H (-0.095, 4.153, -0.143)  0.42
H (2.080, -2.752, -0.016)  0.43
H (-0.433, 2.532, 1.887)  0.26
H (0.432, -0.236, -1.610)  0.34
H (3.041, -0.787, 1.734)  0.42
H (-0.569, -1.331, -2.331)  0.27
H (-1.083, -0.671, 2.328)  0.28
H (-3.661, 2.097, -0.212)  0.30

The LUMO energy comes out at 0.025 Ha.


Record-wise gap between HOMO and LUMO values, in eV: 8.25, 6.44, 9.44